Below is a structure of composition C9H20F3HgN2O9S, with properties calculated with the ωB97M-V functional and the def2-TZVPD basis.

The geometry in XYZ format:
```
45
C9H20F3HgN2O9S (the ωB97M-V functional and the def2-TZVPD basis)
Hg 1.4540 -2.2497 1.3381
O 3.1723 -5.4234 0.4578
H 4.0112 -5.0370 0.1395
O 1.8519 -2.9961 5.0436
H 1.9863 -2.5237 5.8882
O -3.4819 -4.7628 5.1897
C -4.3023 -5.0174 4.0546
C -3.7886 -4.2447 2.7519
O -2.7177 -4.6925 1.9661
H -5.3222 -4.8795 4.4135
H -4.3493 -6.0787 3.8105
H -3.5305 -3.2573 3.1345
H -4.5856 -3.9887 2.0537
C 8.4113 -0.3036 -0.7011
F 9.6867 -0.6068 -0.4239
F 8.2750 1.0078 -0.7632
F 8.0980 -0.9468 -1.8506
S 7.3647 -1.0534 0.6903
O 7.7983 -0.5261 2.0180
O 5.9621 -0.6243 0.3985
O 7.6103 -2.4837 0.5935
C -0.4117 3.6116 1.6619
O -0.1161 2.4712 1.8888
N -1.6535 4.0101 1.7336
C -1.8924 5.3279 1.3751
C -2.7064 3.1309 2.1462
H 0.3587 4.2716 1.2339
H -2.5477 5.1821 0.5163
H -1.0384 5.7273 0.8280
H -2.3178 6.0754 2.0447
H -2.4320 2.0814 2.2531
H -3.1948 3.4593 3.0636
H -3.3981 3.2100 1.3075
C -1.6295 0.0997 -3.7532
O -0.5515 -0.1854 -3.2626
N -1.8373 1.0843 -4.7168
C -0.7107 1.5216 -5.4443
C -3.1013 1.1880 -5.5310
H -2.5837 -0.3420 -3.4266
H -0.7745 0.8884 -6.3292
H 0.2152 1.6679 -4.8879
H -1.0306 2.5112 -5.7705
H -3.9298 0.7308 -4.9900
H -3.2946 2.2555 -5.6365
H -3.0257 0.7096 -6.5075
```

The net charge is -3. As for the spin multiplicity: 1.



Below is a cluster of 3 separate species, C4H15NO2 in total, with properties calculated with the ωB97M-V functional and the def2-TZVPD basis.

The geometry in XYZ format:
```
22
C4H15NO2 (the ωB97M-V functional and the def2-TZVPD basis)
C -0.7512 1.2618 0.0688
N 0.3994 0.3237 0.2316
C 0.0007 -0.7457 1.2092
C 1.2507 -1.4971 1.7579
C -0.3463 2.6658 -0.3724
H -1.2194 1.2997 1.1057
H -1.5461 0.6783 -0.4880
H 1.1805 0.8072 0.6069
H -0.5960 -1.5730 0.7673
H -0.4285 -0.4128 2.1642
H 0.9971 -2.4443 2.2460
H 1.8700 -0.8867 2.4835
H 1.9466 -1.6968 0.9436
H 0.5690 2.9426 0.1374
H -0.4212 2.8402 -1.4893
H -1.0872 3.4880 -0.0553
H -0.9140 -1.3383 -1.7004
H -1.4701 -2.5777 -2.0951
O -1.7901 -1.6892 -1.9433
H 0.5394 -0.6844 -2.6570
H 0.7729 -0.0576 -1.0876
O 1.0438 -0.7037 -1.8337
```

The net charge is +1. As for the expectation value of S²: 0.7569. As for the spin multiplicity: 2.



Below is a structure of composition C44H80BN2O11Rb, with properties calculated with the ωB97M-V functional and the def2-TZVPD basis.

The geometry in XYZ format:
```
139
C44H80BN2O11Rb (the ωB97M-V functional and the def2-TZVPD basis)
Rb 1.4950 -0.0785 0.6745
C 4.0385 -2.9832 1.0570
N 2.7849 -2.9409 0.2658
C 2.0008 -4.1333 0.4330
C 3.1694 -2.7591 -1.1244
C 1.9926 -2.5798 -2.0932
N 1.3446 -1.3138 -1.9919
C -0.0625 -1.2948 -2.4596
C -0.9609 -2.2860 -1.7516
C -1.0721 -3.5050 -2.3724
C -1.7247 -4.6112 -1.8482
C -2.2973 -4.4179 -0.5961
C -2.2435 -3.2234 0.1044
C -1.4941 -2.1132 -0.4083
O -1.3399 -1.0129 0.2479
C -2.8810 -3.0851 1.5078
C -3.8149 -1.8697 1.5442
C -1.7582 -3.0291 2.5660
C -3.7805 -4.2379 1.9313
C -1.8108 -5.8832 -2.6898
C -2.4169 -7.0830 -1.9258
C -2.6993 -5.5499 -3.8968
C -0.4028 -6.3078 -3.1292
C 2.2326 -0.2473 -2.5697
C 1.5421 0.8429 -3.3669
C 1.3780 0.6225 -4.7419
C 0.7229 1.5079 -5.5637
C 0.2820 2.6851 -4.9937
C 0.3646 2.9685 -3.6507
C 0.9670 2.0083 -2.7394
O 1.0126 2.1180 -1.4562
C -0.1236 4.3259 -3.1089
C -0.0981 5.4178 -4.2133
C 0.7176 4.8493 -1.9525
C -1.5511 4.2335 -2.6626
C 0.4535 1.2111 -7.0870
C 1.2276 -0.0819 -7.5724
C -1.0491 1.0192 -7.3424
C 0.9572 2.3812 -7.9150
H 4.6249 -3.9348 0.9075
H 4.7186 -2.1837 0.8294
H 3.7581 -2.8836 2.1808
H 2.4827 -5.0015 -0.0759
H 1.8348 -4.4164 1.4623
H 1.0129 -4.0228 -0.0063
H 3.8002 -1.8241 -1.1769
H 3.6746 -3.6900 -1.5024
H 2.3574 -2.7268 -3.0901
H 1.2495 -3.3345 -1.9102
H -0.4224 -0.2792 -2.2720
H -0.1876 -1.4231 -3.5576
H -0.7088 -3.5851 -3.3458
H -2.7574 -5.3376 -0.1966
H -3.2774 -0.9210 1.4416
H -4.5328 -1.8835 0.7061
H -4.3532 -1.8177 2.4877
H -1.0909 -2.1927 2.3467
H -2.2048 -2.8626 3.5579
H -1.1706 -3.9402 2.5131
H -4.5539 -4.4858 1.1918
H -3.2001 -5.1503 2.0745
H -4.3368 -4.0765 2.8932
H -3.4626 -6.8444 -1.7447
H -2.4212 -8.0066 -2.5582
H -1.8768 -7.2197 -0.9775
H -3.6770 -5.2501 -3.5382
H -2.3598 -4.7115 -4.5108
H -2.8741 -6.4022 -4.5666
H 0.2197 -6.6244 -2.2521
H -0.4487 -7.0578 -3.9310
H 0.1799 -5.5162 -3.6052
H 2.8981 0.1823 -1.7964
H 2.9103 -0.8192 -3.2563
H 1.9019 -0.2607 -5.1028
H -0.0841 3.4963 -5.6479
H 0.8700 5.4297 -4.6787
H -0.8262 5.1755 -4.9779
H -0.3400 6.4117 -3.7798
H 1.7582 4.7240 -2.2262
H 0.5469 5.9095 -1.8112
H 0.5140 4.3094 -1.0304
H -2.1542 3.9455 -3.4916
H -1.7647 3.6196 -1.7842
H -1.8246 5.2508 -2.3786
H 0.8411 -0.9449 -6.9931
H 1.0051 -0.1788 -8.6357
H 2.3027 0.0510 -7.4561
H -1.4290 0.1543 -6.8319
H -1.5603 1.9541 -7.0399
H -1.2688 0.8830 -8.4315
H 1.9760 2.6799 -7.6709
H 0.9300 2.0420 -8.9631
H 0.3125 3.3359 -7.8960
O 5.5412 0.0244 0.7838
H 5.0331 0.2526 1.5947
H 5.1109 0.6043 0.0764
O -1.1649 0.7845 2.3215
H -1.0433 0.4089 3.2013
H -1.4285 0.0808 1.6774
O 0.3418 2.9544 1.2196
H 0.3228 2.7523 0.2749
H -0.3770 2.4185 1.5630
O 3.6382 2.0451 -0.4483
H 2.8080 2.0659 -0.9680
H 3.4661 2.6939 0.2533
O 4.3048 0.7214 3.3230
H 3.4660 0.5479 3.7362
H 4.5642 1.5916 3.6182
O -2.2461 1.4588 -0.8032
H -1.4725 1.6806 -1.3099
H -1.9208 0.6096 -0.4486
O 1.6287 -2.5304 4.2578
H 0.7502 -2.5366 3.8605
H 1.6911 -1.5452 4.4822
C -1.2377 5.3645 9.3384
C -1.5646 4.5133 8.1205
C -2.6086 3.4948 8.5791
C -2.2273 5.4578 7.0783
C -0.3819 3.7687 7.4847
C 0.8723 4.3900 7.3624
C 1.9307 3.7313 6.7702
C 1.6787 2.4947 6.1914
O 2.5752 1.6668 5.5545
B 1.8686 0.5042 5.0319
O 0.4937 0.7317 5.4543
C 0.4277 1.8950 6.1730
C -0.6211 2.5312 6.8420
H -2.0835 5.6979 9.9089
H -0.6056 6.1970 9.1220
H -0.6754 4.7675 10.0362
H -3.4219 4.0365 9.0735
H -2.1295 2.7409 9.2363
H -3.0694 2.9271 7.7404
H -3.0267 6.0498 7.5566
H -2.6704 4.8579 6.2674
H -1.5761 6.2041 6.6292
H 1.0630 5.4010 7.6998
H 2.9242 4.1581 6.6745
H -1.5620 2.0273 6.8057
```

The net charge is -2. As for the spin multiplicity: 1.



no.,calculated total energy (eV),maximum force (eV/Å)
1,-54213.272,4.69
2,-9965.811,5.41
3,-73766.208,2.55